No. 1
The following is a quantum chemistry calculation of a cluster of 8 separate species, C12H40O12S2 in total, from the OMol25 dataset.

Kohn-Sham gap: 9.389 eV
SMILES string: CCOS(C)(=O)=O.CCOS(C)(=O)=O.CO.CO.CO.CO.CO.CO

```
! RIJCOSX wB97M-V def2-TZVPD def2/J DEFGRID3
* xyz 0 1
H -13.4318 -19.1766 -6.4527
H -13.7216 -20.5886 -7.5433
H -14.6163 -24.5184 -12.5302
O -9.7849 -23.0305 -16.2912
O -11.5155 -20.3294 -9.1704
H -11.3624 -22.2608 -8.4947
H -6.3731 -22.2767 -14.7442
H -11.5771 -23.9391 -15.5069
H -9.2851 -21.2964 -10.5265
H -9.9865 -18.8667 -14.7618
C -11.0469 -21.6694 -9.3512
H -10.6505 -27.0210 -9.1361
H -13.8821 -26.5956 -7.6172
C -13.8818 -24.9932 -13.1724
H -13.5187 -27.2622 -9.2320
H -9.2509 -20.1440 -12.3595
H -10.9468 -27.7706 -6.1628
H -10.9845 -23.4639 -13.0088
O -11.0968 -18.3175 -7.8713
H -14.6529 -25.8791 -9.0310
H -8.8843 -20.6709 -14.0516
C -6.9127 -25.3524 -11.7663
H -12.8877 -24.7630 -12.7785
O -9.0322 -23.4205 -13.6083
H -9.3326 -23.2349 -14.5168
H -13.9100 -26.0763 -13.2693
H -7.8736 -23.6244 -12.0221
O -13.0014 -23.9205 -8.2731
O -5.5861 -24.0923 -14.1883
S -12.4291 -25.1343 -8.7797
O -6.9884 -23.9311 -11.7649
C -10.5525 -26.8383 -8.0672
C -6.0537 -23.2259 -15.1920
C -9.5668 -21.7469 -9.5748
H -11.5485 -22.0647 -10.2380
C -10.8757 -28.0581 -7.2104
H -11.1769 -24.3410 -17.2048
H -7.2542 -25.7654 -12.7155
H -5.2234 -23.0493 -15.8754
H -9.1757 -22.7433 -9.3811
C -13.7466 -26.3600 -8.6700
H -7.4937 -25.8058 -10.9545
C -10.0761 -24.0647 -12.8900
O -10.0708 -18.9527 -13.8114
H -10.3240 -25.0758 -13.2259
H -9.8889 -24.1134 -11.8177
H -9.7531 -22.3647 -16.9807
O -10.9555 -20.6019 -6.7553
C -13.3360 -19.5769 -7.4607
H -5.8778 -25.5995 -11.5400
H -13.8032 -24.9559 -15.1467
H -6.9145 -23.6076 -15.7510
H -13.7028 -18.8873 -8.2125
O -13.9353 -24.3127 -14.4465
O -11.8156 -25.1088 -10.0952
C -9.6139 -20.2212 -13.3807
H -10.1047 -28.8291 -7.2451
H -10.4403 -20.9379 -13.2974
H -11.7385 -22.7899 -16.8271
H -9.5259 -26.5533 -7.8390
C -11.1027 -23.5837 -16.4165
O -11.4147 -25.7510 -7.6908
H -6.1118 -24.0233 -13.3623
S -11.5638 -19.6626 -7.6896
H -11.7812 -28.5350 -7.5889
H -9.0644 -21.0669 -8.8766
*
```


No. 2
The following is a quantum chemistry calculation of the ion C12H11O3 with charge -1, from the OMol25 dataset.

energy above the lowest of the compared OMol25 structures with the same formula, charge and spin: 23.55 kcal per mole
Kohn-Sham gap (spin up / spin down): 4.856 / 5.817 eV

```
! RIJCOSX wB97M-V def2-TZVPD def2/J DEFGRID3
* xyz -1 3
H -2.9719 -0.6120 3.2579
C 1.2366 -0.2169 -1.0391
C 0.1681 -0.9766 -0.6582
H 3.8749 1.5205 0.0132
H 4.3032 1.9541 -2.3003
O -1.6184 -1.3980 -2.0562
C 2.2480 0.2617 -0.1536
C -2.6913 -1.2796 2.3738
H -2.8986 1.2409 2.2805
H -1.5995 1.8737 1.0268
H -3.7296 -1.6360 1.9932
O 0.2225 -0.4930 2.6004
C 3.4338 1.3138 -2.0016
H 2.8967 0.7260 -3.9469
H -3.1594 1.1472 0.5233
H -2.1693 -2.0907 2.8565
C -1.1583 -1.1041 -0.9246
H 0.7577 -0.5243 -3.1051
C -1.8940 -0.5266 1.3521
H 2.2956 0.0479 0.9059
C 2.6336 0.6533 -2.9334
O -2.1419 -1.2024 0.1115
C -0.4188 -0.6321 1.6312
C -2.4075 0.9784 1.2907
C 3.2960 1.0177 -0.6647
C 1.4918 -0.0431 -2.4332
*
```


No. 3
The following is a quantum chemistry calculation of an isolated molecule of C6H10N6O2, from the OMol25 dataset.

energy above the lowest of the compared OMol25 structures with the same formula, charge and spin: 9.08 kcal per mole
Kohn-Sham gap: 9.724 eV
SMILES string: [H]/N=C(N)\N=[N+](/[O-])Oc1c(C)n[nH]c1C

```
! RIJCOSX wB97M-V def2-TZVPD def2/J DEFGRID3
* xyz 0 1
H -1.8150 -2.5754 -0.4922
H -1.0415 -0.0938 -2.1153
H 2.0624 -0.3795 2.0488
C 0.9273 1.0467 -0.3435
N 1.9187 -0.2480 -1.8163
H 2.3290 1.4181 2.1990
C 2.6154 0.5422 1.6978
H -2.7770 -2.9472 0.9021
C -2.3398 -1.0282 0.9078
O -0.1444 1.7069 0.2759
O -2.0355 1.6477 1.2380
N -2.1777 -2.2868 0.4658
C 2.0698 0.5425 0.3041
N -1.2938 0.9572 0.6250
H -0.6383 1.6068 -2.4217
N -1.3270 -0.2162 0.3847
C 0.8580 0.4455 -1.6738
C -0.2922 0.5826 -2.6059
H -0.2267 0.2147 -3.6001
H 3.5761 -0.5939 -0.8542
H 3.7211 0.3838 1.7733
H -3.3729 0.2495 2.0516
N 2.6226 -0.1833 -0.6838
N -3.2186 -0.7923 1.7329
*
```


No. 4
The following is a quantum chemistry calculation of an isolated molecule of C28H33N3O2, from the OMol25 dataset.

energy above the lowest of the compared OMol25 structures with the same formula, charge and spin: 5.63 kcal per mole
Kohn-Sham gap: 8.809 eV
SMILES string: C[C@H](Cc1ccccn1)NC(=O)c1ccc(OC2CCN(CCc3ccccc3)CC2)cc1

```
! RIJCOSX wB97M-V def2-TZVPD def2/J DEFGRID3
* xyz 0 1
H 2.0522 0.0408 2.6075
C 3.7761 -1.1502 4.9870
H 3.4438 -3.2510 5.1858
C 1.0283 -0.8977 5.1315
C 1.6062 -2.1533 5.1931
C -3.8278 -4.0577 -3.7715
H 1.3596 1.2021 4.9454
H 0.9876 -3.0319 5.3009
H 5.5895 0.3761 3.5378
C -3.6936 -0.5723 -5.3732
C -2.7057 0.3249 -4.9788
C 3.2077 0.1165 4.9035
H 4.7113 1.4177 5.6326
H -2.2554 2.3958 -4.6524
N -3.0500 -1.9342 -2.8756
C 5.0207 1.3088 3.5249
H 0.9917 0.1599 -0.9984
O 0.3517 1.5555 1.2824
C 2.3807 0.2265 1.5853
C 3.9122 0.3176 1.5217
C 1.8239 0.2263 4.9883
H 4.8510 -1.2574 4.9516
H 4.3483 -0.5950 1.9309
H 2.0404 -0.6061 0.9671
C -0.4607 0.9321 0.3976
N 4.4809 1.4538 2.2013
C -2.3491 -0.2550 -1.3022
H 2.0137 1.7225 0.0547
H -6.1549 1.3861 -6.1128
H 3.4510 2.2303 4.7075
C 1.7623 1.5425 1.1108
C 2.9840 -2.2750 5.1254
C -2.9972 1.6773 -4.9719
H -0.6331 -0.8464 -2.4625
H -4.1239 -2.5472 -6.0221
H -1.7301 -0.0284 -4.6792
C 3.8532 2.7012 1.8445
H -0.0449 -0.7905 5.1913
H -3.8105 0.5400 0.0272
O -4.5312 -0.3585 -2.2269
H 1.9146 3.6365 1.6015
H -4.5149 -4.5144 -4.4777
C 2.3221 2.6873 1.9519
H 4.2648 3.4946 2.4704
H -4.5295 3.1337 -5.3735
C -3.8969 -2.5392 -3.8784
H -4.0988 -4.3754 -2.7676
H -2.1084 -2.2838 -2.8008
H 5.7355 2.1297 3.6595
C -2.7530 0.4540 -0.1705
C -4.2571 2.0899 -5.3728
H -2.8211 -4.4110 -3.9898
N -4.8918 -0.1718 -5.7754
H -4.9124 -2.1852 -3.6733
C -1.8299 1.0286 0.6699
C -0.0530 0.2439 -0.7422
C -5.1614 1.1197 -5.7755
C -3.4107 -0.8295 -2.1760
H -2.1363 1.5725 1.5494
C 4.0712 1.3339 4.7490
C -0.9901 -0.3411 -1.5755
H -2.4443 -2.3161 -5.4740
C -3.4884 -2.0554 -5.2870
H 4.2059 0.3909 0.4640
H 4.1193 2.9212 0.8009
H 2.0049 2.5400 2.9833
*
```


No. 5
The following is a quantum chemistry calculation of a cluster of 4 separate species, C3H15NO3 in total, from the OMol25 dataset.

energy above the lowest of the compared OMol25 structures with the same formula, charge and spin: 33.65 kcal per mole
Kohn-Sham gap: 9.110 eV
SMILES string: CCNC.O.O.O

```
! RIJCOSX wB97M-V def2-TZVPD def2/J DEFGRID3
* xyz 0 1
H 1.0715 1.6532 0.3768
H 0.7730 -2.7539 -0.5695
O -3.0293 -0.8098 -0.5575
C 0.3137 -0.0697 1.4943
H 2.4392 0.1666 -1.7423
H -0.6890 1.7101 0.8387
H 1.9709 -1.6264 -0.3435
H -2.7284 -1.5066 0.0384
H -2.9277 -1.1915 -1.4313
H 1.4464 -2.4509 1.0550
N 0.0376 -0.9887 0.3779
C 1.0761 -1.9659 0.1487
H -1.3043 1.9541 -1.4153
H -0.5412 -0.1007 2.2131
H -2.4368 1.0392 -0.8983
H 0.6522 1.9029 2.0508
H -0.0219 -0.3808 -0.4330
O 2.1987 0.9605 -1.2341
H 1.1026 -0.4051 2.1793
O -2.2489 1.7596 -1.5197
H 2.5285 1.6939 -1.7598
C 0.3170 1.4099 1.1311
*
```


No. 6
The following is a quantum chemistry calculation of a structure of composition C3H8AuO2, from the OMol25 dataset.

Kohn-Sham gap (spin up / spin down): 5.950 / 8.213 eV

```
! RIJCOSX wB97M-V def2-TZVPD def2/J DEFGRID3
* xyz 0 4
H 0.3599 1.2711 2.4205
O 0.2028 -2.5796 0.8115
H -0.4064 2.2701 1.1386
C -0.1462 0.5133 -0.7889
Au 1.2989 -1.2962 0.2320
H -0.0133 1.5563 -1.1312
H -1.2304 0.3252 -0.6923
H 1.2173 -0.0869 -2.3627
H -1.2444 0.8159 1.7657
H -0.1241 -1.2314 -2.1394
O 0.4070 0.4590 0.5603
H -0.6110 -2.7239 0.2838
C 0.5489 -0.5373 -1.6131
C -0.2590 1.2443 1.5153
*
```


Max |F|: 0.0357; 0.0653; 0.1079; 0.0097; 0.0427; 0.1570 (Eh/bohr)